# 1
Formula: C54H144N21O11P5
Source: the Open Molecules 2025 dataset
Level of theory: wB97M-V/def2-TZVPD

XYZ file:
```
235
Properties=species:S:1:pos:R:3:lowdin_charge:R:1
C 15.534 27.260 23.287 -0.32
O 15.795 27.691 22.130 -0.03
N 16.242 27.428 24.406 -0.20
C 15.525 27.128 25.617 -0.08
C 17.569 28.011 24.579 -0.02
H 14.636 26.693 23.573 0.12
H 16.067 26.404 26.225 0.09
H 14.518 26.719 25.531 0.09
H 15.478 28.002 26.266 0.09
H 17.538 28.890 25.223 0.09
H 18.185 27.227 25.020 0.09
H 17.988 28.201 23.591 0.09
C 37.216 20.628 26.497 -0.35
O 36.149 20.002 26.558 -0.02
N 38.242 20.216 25.747 -0.18
C 38.187 18.944 24.922 -0.01
C 39.459 21.028 25.644 -0.06
H 37.415 21.603 26.967 0.13
H 37.219 18.446 24.867 0.08
H 38.767 18.278 25.562 0.09
H 38.550 19.048 23.900 0.08
H 40.287 20.485 26.100 0.09
H 39.711 21.156 24.592 0.08
H 39.358 22.038 26.042 0.08
C 19.650 31.647 32.616 -0.36
O 19.948 31.973 33.754 0.00
N 20.503 31.160 31.694 -0.17
C 22.027 31.192 31.875 0.00
C 19.930 30.505 30.531 -0.07
H 18.593 31.540 32.327 0.13
H 22.288 31.485 32.891 0.08
H 22.486 31.854 31.141 0.08
H 22.522 30.223 31.814 0.08
H 19.844 29.453 30.801 0.09
H 18.892 30.823 30.434 0.07
H 20.437 30.687 29.583 0.09
C 26.357 30.242 21.059 -0.30
O 27.242 30.622 21.895 -0.06
N 26.399 28.993 20.567 -0.19
C 25.217 28.411 19.883 -0.05
C 27.614 28.134 20.716 -0.02
H 25.533 30.895 20.731 0.13
H 24.354 29.077 19.901 0.08
H 24.973 27.401 20.212 0.08
H 25.502 28.228 18.847 0.08
H 27.914 27.818 19.717 0.08
H 28.415 28.640 21.257 0.08
H 27.323 27.277 21.324 0.08
C 28.955 17.068 21.147 -0.40
O 27.873 17.256 20.732 0.05
N 29.560 17.885 22.044 -0.18
C 30.970 17.709 22.537 -0.05
C 28.980 19.206 22.362 -0.04
H 29.538 16.137 21.070 0.13
H 31.464 16.771 22.285 0.08
H 30.887 17.768 23.622 0.08
H 31.660 18.477 22.188 0.08
H 27.999 19.278 21.892 0.08
H 28.903 19.336 23.442 0.08
H 29.635 19.989 21.982 0.08
O 35.252 15.486 35.589 -0.29
P 34.729 15.093 34.275 0.58
N 34.575 13.385 33.989 -0.31
C 33.388 12.719 34.712 -0.06
C 35.851 12.651 34.065 -0.13
N 35.784 15.714 33.031 -0.32
C 35.479 15.458 31.614 -0.12
C 36.966 16.475 33.361 -0.13
N 33.236 15.799 33.888 -0.32
C 32.741 16.955 34.687 -0.08
C 32.472 15.483 32.734 -0.16
H 33.401 13.110 35.729 0.07
H 33.659 11.664 34.748 0.07
H 32.484 12.996 34.169 0.06
H 35.659 11.675 33.620 0.08
H 36.286 12.603 35.064 0.08
H 36.523 13.145 33.364 0.07
H 36.351 15.604 30.977 0.07
H 34.973 14.543 31.306 0.07
H 34.970 16.394 31.385 0.07
H 37.654 15.857 33.939 0.07
H 37.436 17.095 32.598 0.08
H 36.627 17.168 34.131 0.07
H 32.304 16.739 35.663 0.08
H 33.546 17.653 34.917 0.07
H 32.000 17.445 34.055 0.08
H 32.825 14.543 32.309 0.07
H 32.485 16.305 32.019 0.08
H 31.444 15.445 33.096 0.08
O 37.183 26.034 18.358 -0.27
P 36.147 25.086 18.746 0.59
N 34.619 25.418 17.988 -0.31
C 34.117 26.774 17.913 -0.14
C 34.412 24.801 16.619 -0.11
N 35.673 25.296 20.421 -0.31
C 34.402 24.746 21.023 -0.11
C 36.761 25.423 21.366 -0.14
N 36.474 23.402 18.522 -0.32
C 35.505 22.320 18.721 -0.11
C 37.910 23.028 18.446 -0.10
H 33.097 26.794 17.529 0.08
H 34.818 27.381 17.340 0.08
H 34.050 27.121 18.944 0.08
H 34.866 23.810 16.592 0.05
H 34.936 25.302 15.806 0.08
H 33.350 24.659 16.418 0.08
H 34.582 23.765 21.462 0.06
H 33.949 25.398 21.770 0.08
H 33.670 24.518 20.248 0.06
H 37.514 26.140 21.039 0.08
H 36.246 25.737 22.274 0.08
H 37.252 24.455 21.467 0.07
H 34.544 22.742 18.428 0.06
H 35.755 21.465 18.092 0.09
H 35.407 22.115 19.787 0.07
H 38.266 23.445 17.504 0.08
H 37.988 21.941 18.459 0.08
H 38.456 23.488 19.269 0.07
O 26.204 25.930 30.740 -0.31
P 26.896 25.654 29.460 0.63
N 25.738 25.451 28.150 -0.32
C 24.697 26.428 27.798 -0.12
C 25.331 24.118 27.719 -0.13
N 27.940 24.279 29.435 -0.32
C 27.720 23.128 30.331 -0.11
C 28.913 24.124 28.387 -0.13
N 27.908 26.950 28.895 -0.31
C 28.334 26.957 27.495 -0.15
C 28.727 27.749 29.784 -0.11
H 23.808 26.247 28.403 0.08
H 24.584 26.436 26.714 0.08
H 24.956 27.437 28.119 0.08
H 25.179 24.188 26.642 0.07
H 24.360 23.914 28.169 0.08
H 26.033 23.297 27.868 0.07
H 28.413 23.277 31.159 0.08
H 26.690 23.064 30.683 0.07
H 27.851 22.118 29.941 0.07
H 29.094 23.070 28.176 0.08
H 28.571 24.504 27.425 0.06
H 29.788 24.661 28.754 0.09
H 29.319 26.569 27.236 0.07
H 27.651 26.398 26.855 0.07
H 28.331 28.012 27.222 0.08
H 29.760 27.511 29.532 0.08
H 28.394 27.586 30.809 0.08
H 28.653 28.816 29.575 0.08
O 28.159 39.975 27.471 -0.30
P 29.307 40.149 28.391 0.65
N 30.084 41.733 28.315 -0.30
C 29.180 42.938 28.343 -0.10
C 31.547 41.898 28.557 -0.10
N 30.629 39.051 28.227 -0.31
C 31.125 38.813 26.914 -0.16
C 30.847 37.913 29.119 -0.12
N 28.899 39.920 30.100 -0.29
C 27.439 39.939 30.409 -0.11
C 29.743 40.620 31.107 -0.13
H 29.683 43.794 27.894 0.07
H 28.717 43.170 29.303 0.07
H 28.398 42.774 27.601 0.07
H 32.108 41.122 28.036 0.06
H 31.756 41.705 29.609 0.05
H 31.807 42.930 28.322 0.08
H 31.465 39.646 26.299 0.08
H 31.992 38.155 26.980 0.08
H 30.384 38.311 26.292 0.08
H 30.842 38.153 30.182 0.06
H 30.164 37.083 28.939 0.09
H 31.878 37.565 29.055 0.08
H 27.087 38.908 30.446 0.07
H 27.235 40.373 31.388 0.08
H 26.953 40.312 29.507 0.06
H 29.336 40.612 32.118 0.08
H 29.846 41.690 30.923 0.06
H 30.772 40.264 31.049 0.06
O 31.088 27.295 39.932 -0.31
P 30.222 26.115 40.224 0.65
N 29.177 25.555 38.959 -0.30
C 28.058 26.396 38.575 -0.13
C 29.729 24.851 37.783 -0.11
N 29.259 26.424 41.618 -0.33
C 29.312 27.639 42.347 -0.14
C 28.859 25.305 42.462 -0.12
N 31.265 24.740 40.597 -0.31
C 32.708 24.874 40.881 -0.10
C 30.799 23.399 40.780 -0.18
H 28.301 27.045 37.734 0.09
H 27.829 27.014 39.443 0.07
H 27.166 25.808 38.360 0.08
H 30.495 24.198 38.201 0.06
H 30.182 25.392 36.953 0.09
H 28.980 24.139 37.438 0.08
H 30.127 27.612 43.070 0.09
H 29.547 28.422 41.627 0.08
H 28.337 27.925 42.742 0.08
H 29.656 24.910 43.092 0.08
H 27.934 25.603 42.954 0.09
H 28.634 24.452 41.821 0.05
H 33.105 24.142 41.584 0.08
H 33.342 24.974 40.000 0.08
H 32.775 25.782 41.481 0.07
H 29.725 23.379 40.593 0.06
H 30.822 22.973 41.783 0.08
H 31.380 22.749 40.126 0.08
C 18.272 18.491 32.582 -0.05
C 19.165 19.665 32.976 -0.48
C 18.988 20.878 31.984 -0.13
C 19.605 22.203 32.432 -0.17
C 19.353 22.558 33.970 -0.11
C 19.459 21.344 34.976 -0.46
N 18.865 20.129 34.340 -0.13
O 18.605 19.115 35.241 -0.02
C 21.002 21.183 35.248 -0.02
C 18.619 21.703 36.216 -0.05
C 20.649 19.143 32.849 -0.03
H 18.649 17.635 33.142 0.08
H 18.318 18.301 31.509 0.09
H 17.210 18.576 32.812 0.08
H 19.468 20.647 31.033 0.11
H 17.911 21.008 31.882 0.11
H 19.238 23.033 31.827 0.10
H 20.678 22.139 32.252 0.09
H 18.291 22.803 33.962 0.10
H 19.892 23.470 34.228 0.11
H 21.301 21.815 36.085 0.08
H 21.168 20.152 35.560 0.08
H 21.525 21.312 34.301 0.06
H 18.962 22.644 36.644 0.09
H 17.536 21.725 36.101 0.08
H 18.686 20.945 36.997 0.07
H 20.871 18.570 31.948 0.08
H 20.847 18.455 33.671 0.08
H 21.346 19.977 32.929 0.05
H 17.698 19.233 35.533 0.10
```

Calculated values
**SMILES string**: CN(C)P(=O)(N(C)C)N(C)C.CN(C)P(=O)(N(C)C)N(C)C.CN(C)P(=O)(N(C)C)N(C)C.CN(C)P(=O)(N(C)C)N(C)C.CN(C)P(=O)(N(C)C)N(C)C.CC1(C)CCCC(C)(C)N1O.CN(C)C=O.CN(C)C=O.CN(C)C=O.CN(C)C=O.CN(C)C=O
**Orbital gap**: 0.29428 hartree
**Max |F|**: 4.49 eV Å⁻¹
**Multiplicity**: 1
**E_HOMO**: -7.997 eV


# 2
Formula: C6H15NO2S
Source: the Open Molecules 2025 dataset
Level of theory: wB97M-V/def2-TZVPD

XYZ file:
```
25
Properties=species:S:1:pos:R:3:nbo_charge:R:1
C 0.977 1.471 0.167 -0.62
C 2.339 -0.524 -0.432 -0.60
C 0.884 -0.522 1.675 -0.68
C -2.228 1.408 -0.982 -0.84
C -0.283 -0.605 -0.556 -0.59
C 1.000 -0.077 0.284 -0.01
N -0.388 -2.082 -0.505 -0.46
O -1.777 0.625 1.439 -0.89
O -2.719 -1.101 0.033 -0.97
S -1.801 -0.024 0.162 2.08
H -0.064 1.881 0.398 0.21
H 1.117 1.603 -0.984 0.20
H 1.779 1.930 0.765 0.23
H 2.434 -1.629 -0.368 0.21
H 2.094 -0.259 -1.472 0.21
H 3.192 -0.060 -0.093 0.22
H 1.093 -1.600 1.763 0.21
H -0.173 -0.273 2.045 0.27
H 1.683 0.081 2.249 0.22
H -2.332 1.025 -1.964 0.23
H -3.332 1.746 -0.818 0.26
H -1.497 2.144 -0.720 0.23
H -0.298 -0.398 -1.698 0.18
H -1.215 -2.386 -0.938 0.38
H -0.484 -2.374 0.551 0.32
```

Calculated values
**Orbital gap (spin up / spin down)**: 0.15435 / 0.23570 hartree
**Max |F|**: 4.60 eV Å⁻¹
**Multiplicity**: 3
**⟨S²⟩**: 2.009
**ΔE to the lowest compared entry with this formula, charge and spin**: 300.3 kJ/mol
**E_HOMO (spin up / spin down)**: -3.507 / -10.784 eV


# 3
Formula: C4H5ClO3
Source: the Open Molecules 2025 dataset
Level of theory: wB97M-V/def2-TZVPD

XYZ file:
```
13
Properties=species:S:1:pos:R:3:nbo_charge:R:1
C -1.764 0.267 -0.558 -0.39
C -0.572 0.205 0.375 0.33
C 1.578 0.385 0.243 -0.19
C 1.207 -1.001 -0.124 0.75
H -2.177 1.347 -0.588 0.23
H -1.153 -0.020 -1.397 0.23
H -0.779 0.579 1.459 0.18
H 2.485 0.717 -0.472 0.22
H 1.944 0.429 1.160 0.21
O 0.364 1.070 -0.151 -0.51
O 1.976 -1.931 -0.213 -0.52
O -0.143 -1.125 0.172 -0.49
Cl -2.967 -0.923 0.095 -0.05
```

Calculated values
**SMILES string**: O=C1CO[C@@H](CCl)O1
**Orbital gap**: 0.42099 hartree
**Max |F|**: 8.46 eV Å⁻¹
**Multiplicity**: 1
**ΔE to the lowest compared entry with this formula, charge and spin**: 179.7 kJ/mol
**E_HOMO**: -10.778 eV


# 4
Formula: C21H17F3N3O3RuS2
Source: the Open Molecules 2025 dataset
Level of theory: wB97M-V/def2-TZVPD

XYZ file:
```
50
Properties=species:S:1:pos:R:3:nbo_charge:R:1
Ru -0.125 -0.221 0.606 0.25
O 3.672 5.571 -1.472 -0.37
N 4.371 4.690 -1.017 0.54
O 5.577 4.727 -0.947 -0.36
C 3.690 3.472 -0.481 0.03
C 4.434 2.708 0.337 -0.13
C 3.880 1.542 0.972 -0.11
C 4.611 0.738 1.860 -0.13
C 3.993 -0.337 2.436 -0.23
C 2.640 -0.582 2.150 0.11
N 1.934 0.170 1.325 -0.44
C 2.558 1.210 0.711 0.26
C 1.793 1.984 -0.251 0.13
N 0.554 1.511 -0.535 -0.43
C -0.238 2.211 -1.322 0.10
C 0.193 3.397 -1.929 -0.24
C 1.460 3.858 -1.705 -0.14
C 2.314 3.148 -0.827 -0.02
H 5.458 2.994 0.536 0.26
H 5.645 0.977 2.076 0.23
H 4.515 -0.988 3.121 0.24
H 2.116 -1.404 2.613 0.25
H -1.228 1.805 -1.483 0.24
H -0.481 3.935 -2.579 0.24
H 1.800 4.761 -2.181 0.25
S -1.436 1.279 1.761 -0.02
C -3.069 0.842 1.309 -0.21
C -4.166 1.447 1.938 -0.22
C -5.453 1.129 1.563 -0.21
C -5.683 0.193 0.545 -0.24
C -4.612 -0.408 -0.079 -0.23
C -3.304 -0.088 0.302 -0.14
S -1.926 -0.816 -0.495 0.11
H -3.984 2.165 2.728 0.22
H -6.289 1.601 2.062 0.21
H -6.694 -0.062 0.256 0.21
H -4.768 -1.139 -0.863 0.21
F -1.671 -2.006 2.381 -0.35
C -0.425 -1.567 2.124 0.82
F 0.331 -2.749 2.000 -0.41
F 0.024 -1.077 3.332 -0.38
C 1.732 -3.690 -1.749 -0.63
C 0.623 -2.921 -1.072 -0.07
O 1.094 -1.604 -0.685 -0.70
H 1.374 -4.682 -2.029 0.23
H 2.586 -3.807 -1.082 0.22
H 2.069 -3.190 -2.660 0.20
H 0.306 -3.391 -0.149 0.22
H -0.251 -2.816 -1.718 0.18
H 1.272 -1.113 -1.495 0.49
```

Calculated values
**Orbital gap (spin up / spin down)**: 0.19248 / 0.19607 hartree
**Max |F|**: 0.51 eV Å⁻¹
**Multiplicity**: 2
**⟨S²⟩**: 0.761
**ΔE to the lowest compared entry with this formula, charge and spin**: 45.1 kJ/mol
**E_HOMO (spin up / spin down)**: -6.741 / -6.843 eV


# 5
Formula: C6H9N
Source: the Open Molecules 2025 dataset
Level of theory: wB97M-V/def2-TZVPD

XYZ file:
```
16
Properties=species:S:1:pos:R:3:nbo_charge:R:1
C -1.942 1.015 0.247 -0.63
C -0.976 -0.128 0.026 -0.08
C 0.317 -0.048 0.140 0.20
C -1.435 -1.579 0.015 -0.61
C 1.590 -0.293 0.357 -0.40
C 2.629 0.409 -0.392 0.11
N 2.340 1.520 -0.949 -0.61
H -2.874 0.859 -0.312 0.22
H -1.515 1.968 -0.082 0.23
H -2.203 1.104 1.307 0.22
H -1.060 -2.159 -0.832 0.23
H -2.522 -1.622 0.059 0.21
H -1.034 -2.053 0.922 0.21
H 1.875 -0.907 1.210 0.22
H 3.641 -0.008 -0.334 0.16
H 3.169 1.924 -1.379 0.33
```

Calculated values
**SMILES string**: [H]/N=C/C=C=C(C)C
**Orbital gap**: 0.33661 hartree
**Max |F|**: 0.52 eV Å⁻¹
**Multiplicity**: 1
**ΔE to the lowest compared entry with this formula, charge and spin**: 273.7 kJ/mol
**E_HOMO**: -8.431 eV


# 6
Formula: C9H18MgOP
Source: the Open Molecules 2025 dataset
Level of theory: wB97M-V/def2-TZVPD

XYZ file:
```
30
Properties=species:S:1:pos:R:3:nbo_charge:R:1
C 0.733 2.502 0.297 -0.41
C 0.082 3.426 1.136 -0.34
C -1.036 3.976 0.445 -0.37
C -1.104 3.405 -0.860 -0.35
C -0.050 2.487 -1.020 -0.40
Mg 1.626 -0.778 -1.093 0.22
P 3.501 -0.481 0.476 -0.18
H 1.638 1.928 0.498 0.16
H 0.388 3.678 2.151 0.18
H -1.723 4.719 0.844 0.18
H 0.215 1.905 -1.906 0.20
H -1.847 3.649 -1.617 0.18
H 3.304 -0.771 1.871 -0.02
H 4.102 0.823 0.580 0.04
H 4.692 -1.252 0.258 0.04
C -0.342 -3.855 -0.094 -0.64
C -0.508 -2.725 -1.077 -0.09
O -0.010 -1.460 -0.531 -0.75
C -0.808 -0.869 0.550 -0.09
C -2.086 -0.277 0.016 -0.65
H 0.714 -4.053 0.117 0.22
H -0.772 -4.762 -0.525 0.21
H -0.860 -3.656 0.848 0.20
H 0.093 -2.885 -1.973 0.23
H -1.546 -2.572 -1.373 0.18
H -0.985 -1.639 1.303 0.16
H -0.161 -0.107 0.989 0.21
H -2.682 -1.020 -0.522 0.19
H -2.683 0.090 0.856 0.22
H -1.887 0.571 -0.645 0.27
```

Calculated values
**Orbital gap**: 0.15198 hartree
**Charge**: -1
**Max |F|**: 3.16 eV Å⁻¹
**Multiplicity**: 1
**E_HOMO**: -1.285 eV


# 7
Formula: H12O6Tl
Source: the Open Molecules 2025 dataset
Level of theory: wB97M-V/def2-TZVPD

XYZ file:
```
19
Properties=species:S:1:pos:R:3:nbo_charge:R:1
Tl -1.009 -0.169 -0.139 1.96
O 0.316 -0.667 -2.566 -0.90
H 0.788 0.030 -3.066 0.54
H 0.292 -1.450 -3.157 0.54
O -1.475 2.471 0.274 -0.87
H -2.287 2.941 -0.037 0.55
H -1.184 2.943 1.087 0.55
O 0.972 1.580 -1.025 -0.94
H 0.857 2.525 -1.250 0.54
H 1.875 1.340 -1.318 0.54
O -0.145 -1.605 2.113 -0.89
H -0.259 -1.395 3.066 0.54
H 0.041 -2.562 2.081 0.53
O 0.874 1.011 1.647 -0.94
H 1.265 1.888 1.484 0.53
H 1.185 0.744 2.534 0.53
O -0.642 -2.822 -0.511 -0.90
H -0.445 -3.563 0.099 0.55
H -1.018 -3.240 -1.316 0.54
```

Calculated values
**Orbital gap**: 0.17563 hartree
**Charge**: +3
**Max |F|**: 3.11 eV Å⁻¹
**Multiplicity**: 1
**ΔE to the lowest compared entry with this formula, charge and spin**: 248.4 kJ/mol
**E_HOMO**: -23.757 eV